1.
Below is a structure of composition C40H40N6O14Sr in a non-equilibrium geometry, with properties calculated with the ωB97M-V functional and the def2-TZVPD basis.

```
! RIJCOSX wB97M-V def2-TZVPD def2/J DEFGRID3
* xyz 1 2
Sr 18.1122 -3.1600 13.7951
C 17.6836 -7.7219 12.2300
C 16.7668 -6.7396 12.9576
O 17.0850 -5.3732 12.9384
H 17.5275 -7.4804 11.1786
H 17.5320 -8.7880 12.3990
H 18.7300 -7.5296 12.4670
H 16.7041 -7.1258 13.9749
H 15.8298 -6.9594 12.4459
C 19.2362 -2.0071 17.3328
C 18.6272 -0.8055 16.4768
O 18.1923 -0.9660 15.1293
H 18.6324 -2.9132 17.2839
H 19.5254 -1.6569 18.3237
H 20.1911 -2.3160 16.9078
H 19.3541 0.0038 16.5456
H 17.7580 -0.4445 17.0266
C 16.1188 1.0979 7.6328
C 16.0299 -0.2712 7.3261
C 16.5266 -1.2210 8.2549
C 17.1374 -0.7890 9.5090
C 17.2438 0.6102 9.7289
C 16.7649 1.5497 8.7772
N 17.5737 -1.7454 10.5977
O 18.2292 -1.3611 11.5116
O 17.2236 -2.9242 10.4754
H 15.7885 1.7941 6.8761
H 15.6006 -0.4984 6.3615
H 16.4035 -2.2594 7.9848
H 17.9697 0.9371 10.4587
H 16.8576 2.5949 9.0326
C 11.7331 -4.2195 11.4274
C 11.5452 -2.8680 11.1925
C 12.6263 -2.0767 11.6541
C 13.7256 -2.5788 12.3171
C 13.7955 -3.9272 12.6102
C 12.8256 -4.7259 12.0832
N 14.8809 -1.6986 12.5812
O 15.8168 -2.2128 13.1626
O 14.8811 -0.5494 12.2062
H 11.1013 -4.9527 10.9484
H 10.6488 -2.4863 10.7267
H 12.6288 -1.0272 11.3994
H 14.6202 -4.4378 13.0852
H 12.8988 -5.7762 12.3240
C 12.7939 -7.1007 17.1087
C 13.8372 -7.0412 16.1367
C 14.6027 -5.8784 16.0268
C 14.4484 -4.7766 16.9144
C 13.3724 -4.8747 17.8576
C 12.5815 -6.0175 17.9270
N 15.3735 -3.6370 16.9142
O 15.4117 -2.8282 17.8558
O 16.2643 -3.6709 15.9740
H 12.0126 -7.8430 17.0382
H 13.9356 -7.7800 15.3550
H 15.3782 -5.8820 15.2752
H 13.1128 -4.0908 18.5536
H 11.7731 -5.9559 18.6405
C 22.6188 -8.1922 10.9868
C 22.7281 -7.2314 11.9455
C 21.7641 -6.1891 11.9133
C 20.7656 -6.1531 10.9076
C 20.8325 -7.1348 9.8877
C 21.7837 -8.1302 9.9216
N 19.7323 -5.0987 10.8039
O 19.0167 -4.9732 9.8087
O 19.6148 -4.2991 11.7295
H 23.3900 -8.9477 10.9582
H 23.5147 -7.2232 12.6855
H 21.9444 -5.3917 12.6190
H 20.1872 -7.2252 9.0264
H 21.7825 -8.7845 9.0624
C 20.6803 -6.5540 19.7025
C 21.7115 -6.6274 18.7696
C 21.4897 -6.4775 17.4029
C 20.2383 -6.0252 17.0224
C 19.2059 -5.7249 18.0023
C 19.4383 -6.0565 19.3304
N 19.9614 -5.8341 15.6339
O 20.6688 -6.3183 14.7769
O 19.0092 -5.0714 15.3678
H 20.8649 -6.8473 20.7254
H 22.7062 -6.9467 19.0438
H 22.1908 -6.9124 16.7060
H 18.2613 -5.3344 17.6533
H 18.6268 -5.8290 20.0058
C 24.6138 0.4838 13.8608
C 25.1245 -0.8109 13.7268
C 24.2240 -1.8650 13.8918
C 22.9184 -1.6512 14.2386
C 22.4716 -0.3467 14.5252
C 23.2829 0.6847 14.1557
N 21.9931 -2.7606 14.3811
O 22.3608 -3.7536 15.0060
O 20.8464 -2.5912 13.8740
H 25.3277 1.2863 13.7477
H 26.1271 -0.9681 13.3576
H 24.6229 -2.8265 13.6041
H 21.4505 -0.1811 14.8356
H 22.9504 1.7097 14.2282
*
```

Calculated values
molecular weight	916.408	g/mol
HOMO-LUMO gap (alpha / beta)	5.6 / 4.0	eV
LUMO level (alpha / beta)	-3.2740 / -4.8635	eV
<S²>	0.75

Atom charges from the Mulliken analysis, given in e for atoms 1 to 4:
1 Sr 2.508
2 C -1.206
3 C -0.406
4 O -0.121

2.
Below is a structure of composition C40H41Cl5NO3P2Ru in a non-equilibrium geometry, with properties calculated with the ωB97M-V functional and the def2-TZVPD basis.

```
! RIJCOSX wB97M-V def2-TZVPD def2/J DEFGRID3
* xyz 2 2
Ru -0.4367 -0.3333 0.4216
Cl -0.0850 -3.5542 -0.9627
C 1.1779 -3.0593 0.0955
C 1.0944 -1.8070 0.6926
C 2.1796 -1.3934 1.4319
Cl 2.1167 0.2360 1.9743
C 3.2962 -2.1830 1.6631
Cl 4.6123 -1.5887 2.5784
C 3.3233 -3.4686 1.1126
Cl 4.6601 -4.4873 1.4024
C 2.2664 -3.9026 0.3061
Cl 2.3369 -5.4374 -0.4452
O -3.3073 -0.6005 0.5340
N -2.4665 -0.5911 -0.5710
C -3.0897 -0.2991 -1.6384
C -2.5241 -0.1714 -2.9697
C -3.4424 -0.2309 -4.0243
C -3.0299 -0.1452 -5.3387
C -1.6882 0.0602 -5.6266
C -0.7732 0.1701 -4.5922
C -1.1662 0.0243 -3.2631
P 0.1615 0.2084 -2.0167
C 1.4297 -1.0025 -2.5347
C 1.2438 -1.9353 -3.5533
C 2.2812 -2.7778 -3.9232
C 3.5025 -2.7162 -3.2686
C 3.6850 -1.8126 -2.2312
C 2.6520 -0.9690 -1.8598
C 0.8589 1.8002 -2.5836
C 2.2108 2.0086 -2.8372
C 2.6362 3.2276 -3.3500
C 1.7238 4.2405 -3.6042
C 0.3746 4.0412 -3.3374
C -0.0541 2.8323 -2.8197
H -2.9369 -1.3168 1.0998
H -4.1675 -0.1703 -1.5528
H -4.4967 -0.3511 -3.8063
H -3.7544 -0.2181 -6.1380
H -1.3533 0.1439 -6.6514
H 0.2675 0.3634 -4.8181
H 0.2903 -2.0224 -4.0519
H 2.1267 -3.4873 -4.7252
H 4.3049 -3.3804 -3.5602
H 4.6351 -1.7654 -1.7139
H 2.7852 -0.2797 -1.0320
H 2.9328 1.2223 -2.6713
H 3.6859 3.3789 -3.5636
H 2.0605 5.1846 -4.0110
H -0.3418 4.8280 -3.5349
H -1.1063 2.6749 -2.6095
C 0.3104 4.4957 0.0057
C 0.9515 3.1733 0.2919
C 2.4235 3.2145 0.5704
O 0.3029 2.1307 0.2946
H 0.8290 4.9678 -0.8299
H 0.4339 5.1539 0.8699
H -0.7454 4.4021 -0.2361
H 2.8061 4.2318 0.5724
H 2.9511 2.6352 -0.1900
H 2.6377 2.7485 1.5304
C -2.9325 0.2919 3.3597
P -1.5767 0.9879 2.3392
C -2.4140 2.5118 1.7871
C -0.4123 1.4960 3.6342
C -0.0154 0.5359 4.5668
C 0.8875 0.8572 5.5644
C 1.4309 2.1339 5.6212
C 1.0462 3.0915 4.6938
C 0.1303 2.7756 3.7003
H -2.5881 -0.5133 4.0015
H -3.7371 -0.0608 2.7184
H -3.3112 1.0964 3.9901
H -2.5479 3.1679 2.6465
H -3.3902 2.2225 1.3978
H -1.8582 3.0185 1.0065
H -0.4050 -0.4741 4.5016
H 1.1762 0.1100 6.2915
H 2.1582 2.3813 6.3824
H 1.4566 4.0916 4.7453
H -0.1697 3.5329 2.9853
C -3.0617 -4.4552 2.2085
C -1.8369 -4.3551 3.1205
C -1.3798 -2.9185 2.8832
O -1.8613 -2.5363 1.5674
C -2.5811 -3.6681 1.0039
H -3.9274 -3.9739 2.6676
H -3.3236 -5.4775 1.9458
H -1.0683 -5.0613 2.8051
H -2.0696 -4.5365 4.1671
H -0.2959 -2.7956 2.9081
H -1.8401 -2.2520 3.6139
H -1.8989 -4.2754 0.4140
H -3.3764 -3.2902 0.3616
*
```

Calculated values
molecular weight	924.055	g/mol
HOMO-LUMO gap (alpha / beta)	6.4 / 6.9	eV
LUMO level (alpha / beta)	-7.0345 / -6.6827	eV
energy relative to the best compared isomer or geometry (same formula, charge and spin)	55.8	kcal/mol
<S²>	0.79

Atom charges from the Mulliken analysis, given in e for atoms 1 to 4:
1 Ru -1.316
2 Cl -0.125
3 C 1.701
4 C -2.183

3.
Below is a structure of composition C40H41GeN3OP2STeW, with properties calculated with the ωB97M-V functional and the def2-TZVPD basis.

```
! RIJCOSX wB97M-V def2-TZVPD def2/J DEFGRID3
* xyz 0 3
W -0.0968 0.0951 0.5136
Te -1.7983 4.1586 -1.2213
C -1.3740 5.2704 -2.9797
C -1.0445 4.6523 -4.1751
C -0.7480 5.4359 -5.2804
N -0.7641 6.7695 -5.2721
C -1.0924 7.3543 -4.1201
C -1.3979 6.6591 -2.9590
C -0.9393 2.3450 -1.7498
P -1.8278 0.8251 -1.5223
C -3.6185 1.1610 -1.3519
C -4.4823 0.9805 -2.4302
C -5.8351 1.2664 -2.3042
C -6.3436 1.7299 -1.1001
C -5.4888 1.9217 -0.0226
C -4.1360 1.6436 -0.1493
C -1.8044 -0.1332 -3.0842
C -2.3174 -1.4316 -3.1207
C -2.3142 -2.1574 -4.3022
C -1.7905 -1.5990 -5.4610
C -1.2782 -0.3109 -5.4345
C -1.2894 0.4174 -4.2508
P 0.6293 1.8117 -1.1355
C 1.6661 1.1928 -2.5056
C 2.4701 0.0721 -2.3297
C 3.2732 -0.3793 -3.3714
C 3.2744 0.2887 -4.5855
C 2.4705 1.4088 -4.7658
C 1.6645 1.8552 -3.7314
C 1.6247 3.2350 -0.5453
C 1.7618 4.3203 -1.4156
C 2.5009 5.4343 -1.0540
C 3.1231 5.4793 0.1889
C 3.0014 4.4057 1.0545
C 2.2555 3.2895 0.6910
H -1.0180 3.5704 -4.2377
H -0.4868 4.9681 -6.2242
H -1.1034 8.4391 -4.1199
H -1.6346 7.2053 -2.0530
H -4.1004 0.6190 -3.3759
H -6.4922 1.1274 -3.1534
H -7.3995 1.9475 -1.0027
H -5.8736 2.2979 0.9173
H -3.4726 1.8414 0.6795
H -2.7367 -1.8703 -2.2272
H -2.7196 -3.1616 -4.3195
H -1.7825 -2.1685 -6.3817
H -0.8677 0.1287 -6.3351
H -0.8895 1.4220 -4.2144
H 2.4630 -0.4488 -1.3797
H 3.8932 -1.2558 -3.2327
H 3.8979 -0.0654 -5.3968
H 2.4683 1.9281 -5.7160
H 1.0120 2.7097 -3.8744
H 1.2823 4.3041 -2.3855
H 2.5864 6.2664 -1.7411
H 3.7026 6.3477 0.4753
H 3.4992 4.4259 2.0166
H 2.1771 2.4506 1.3722
C -0.7205 -3.7436 1.9216
Ge -1.3046 -3.1933 0.1281
C -3.1996 -2.6343 0.2397
C -1.1874 -4.7459 -1.0647
C -0.0824 -1.8034 -0.5085
H -1.5367 -4.2162 2.4721
H -0.3610 -2.8883 2.4953
H 0.0970 -4.4628 1.8459
H -3.5401 -2.6757 1.2772
H -3.8301 -3.3135 -0.3380
H -3.3714 -1.6253 -0.1351
H -1.7657 -5.5817 -0.6655
H -0.1485 -5.0631 -1.1694
H -1.5724 -4.5032 -2.0568
H -0.1850 -1.6954 -1.5890
H 0.9041 -2.2397 -0.3263
N 0.8177 3.3112 4.6512
C -0.0861 2.3764 5.0650
O -0.3629 2.2075 6.2352
C -0.7420 1.5733 3.9919
C -1.2756 0.3059 4.3226
C -1.8454 -0.4640 3.3491
C -1.9421 0.0467 2.0289
N -1.4847 1.3112 1.7278
C -0.8503 2.0114 2.6911
H 1.3123 3.8131 5.3695
H 1.2303 3.2683 3.7370
H -1.2102 -0.0245 5.3509
H -2.2463 -1.4446 3.5667
H -2.6859 -0.3563 1.3510
H -0.4353 2.9596 2.3640
S 1.6850 -0.1332 1.6269
*
```

Calculated values
molecular weight	1057.853	g/mol
HOMO-LUMO gap (alpha / beta)	6.1 / 6.0	eV
LUMO level (alpha / beta)	-0.7694 / -1.3355	eV
energy relative to the best compared isomer or geometry (same formula, charge and spin)	0.0	kcal/mol
<S²>	2.03

Atom charges from the Mulliken analysis, given in e for atoms 1 to 4:
1 W 1.309
2 Te 0.464
3 C -0.039
4 C 0.145

4.
Below is a structure of composition C40H42BMoN4O4S2, with properties calculated with the ωB97M-V functional and the def2-TZVPD basis.

```
! RIJCOSX wB97M-V def2-TZVPD def2/J DEFGRID3
* xyz 1 1
Mo 0.8179 -0.4209 -1.6479
C 3.3457 2.4677 -5.2093
N 3.6170 2.5107 -3.7820
C 4.7729 2.9733 -3.1932
C 4.6066 2.8471 -1.8574
N 3.3558 2.3237 -1.6270
B 2.7942 1.9351 -0.2239
N 3.6758 0.7691 0.3120
C 4.3617 0.7768 1.5019
C 4.9506 -0.4313 1.6546
N 4.6066 -1.1821 0.5528
C 5.0027 -2.5610 0.3239
C 3.8358 -0.4304 -0.2481
S 3.2432 -0.9293 -1.8043
C 2.7725 2.1231 -2.8136
S 1.1712 1.5590 -3.1218
H 4.2673 2.7019 -5.7342
H 2.5799 3.1950 -5.4712
H 3.0096 1.4707 -5.4855
H 5.5928 3.3477 -3.7785
H 5.2715 3.0894 -1.0481
H 1.6466 1.5629 -0.3501
H 2.8934 2.8552 0.5358
H 4.3544 1.6397 2.1403
H 5.5598 -0.8318 2.4433
H 4.9660 -3.0941 1.2711
H 6.0105 -2.6028 -0.0862
H 4.3046 -3.0140 -0.3745
C -3.2778 1.8215 2.3282
C -2.9867 0.3341 2.2951
C -3.7156 -0.4391 3.3706
O -1.5897 0.1105 2.4390
C -0.9930 -0.0281 1.1695
C -2.1586 -0.4667 0.2657
O -3.3205 -0.2297 1.0218
C -2.2382 0.2852 -1.0900
O -0.8727 0.1922 -1.5596
C -2.6109 1.7402 -0.9582
C -1.6571 2.7478 -0.9340
C -2.0479 4.0714 -0.7702
C -3.3884 4.3930 -0.6365
C -4.3448 3.3862 -0.6732
C -3.9607 2.0671 -0.8363
C -3.0615 -0.4499 -2.1303
C -4.0232 -1.3840 -1.7690
C -4.7795 -2.0170 -2.7487
C -4.5742 -1.7271 -4.0860
C -3.6153 -0.7889 -4.4500
C -2.8697 -0.1475 -3.4767
C 0.1791 -1.0386 1.3322
O 0.9553 -1.0570 0.1104
C -0.3485 -2.4508 1.5640
C -0.9259 -2.7664 2.7942
C -1.4693 -4.0211 3.0171
C -1.4380 -4.9850 2.0186
C -0.8496 -4.6843 0.8017
C -0.3065 -3.4262 0.5758
C 1.1323 -0.5969 2.4440
C 1.9186 -1.5496 3.0886
C 2.7571 -1.1904 4.1327
C 2.8325 0.1325 4.5408
C 2.0876 1.0948 3.8779
C 1.2448 0.7339 2.8355
H -3.0243 2.2064 3.3161
H -4.3326 2.0130 2.1378
H -2.6891 2.3546 1.5815
H -3.3460 -0.1466 4.3530
H -3.5563 -1.5060 3.2265
H -4.7827 -0.2265 3.3266
H -0.5809 0.9295 0.8221
H -2.0858 -1.5330 0.0359
H -0.6039 2.5163 -1.0423
H -1.2962 4.8495 -0.7540
H -3.6916 5.4240 -0.5132
H -5.3946 3.6298 -0.5775
H -4.7093 1.2870 -0.8639
H -4.2025 -1.6160 -0.7280
H -5.5316 -2.7390 -2.4605
H -5.1628 -2.2235 -4.8457
H -3.4587 -0.5492 -5.4931
H -2.1430 0.6044 -3.7641
H -0.9424 -2.0274 3.5822
H -1.9128 -4.2473 3.9778
H -1.8606 -5.9651 2.1941
H -0.8098 -5.4306 0.0189
H 0.1522 -3.2144 -0.3796
H 1.8449 -2.5897 2.7973
H 3.3357 -1.9509 4.6418
H 3.4667 0.4119 5.3724
H 2.1422 2.1314 4.1850
H 0.6536 1.5040 2.3610
C 0.5749 -1.7999 -2.8585
H 1.1501 -2.7184 -2.8962
H -0.2728 -1.6950 -3.5375
*
```

Calculated values
molecular weight	813.686	g/mol
HOMO-LUMO gap	6.9	eV
LUMO level	-4.1266	eV
energy relative to the best compared isomer or geometry (same formula, charge and spin)	0.0	kcal/mol

Atom charges from the Mulliken analysis, given in e for atoms 1 to 4:
1 Mo 0.380
2 C -0.867
3 N 0.268
4 C -0.542